Entry 1:
ORCA calculation (the ωB97M-V functional and the def2-TZVPD basis) on a 2-piece molecular cluster, C3H6N2O overall.

Geometry as XYZ:
```
12
C3H6N2O | the Open Molecules 2025 dataset | the ωB97M-V functional and the def2-TZVPD basis
C -0.192 1.269 -0.216
C -1.207 1.137 -1.151
N -1.575 -0.205 -1.318
C -0.700 -0.947 -0.483
N 0.202 -0.058 0.095
H 0.211 2.169 0.230
H -1.662 1.892 -1.673
H -0.809 -2.006 -0.426
H 0.791 -0.228 0.819
H 2.934 -0.739 1.333
H 2.524 -1.527 2.672
O 2.277 -0.809 2.088
```

Values from the calculation:
* spin multiplicity: 2
* E_HOMO (alpha / beta): -15.9 / -15.9 eV
* E_LUMO (alpha / beta): -4.50 / -8.52 eV
* frontier orbital gap (alpha / beta): 11.44 / 7.42 eV
* electronic energy: -302.32425 hartree
* charge: +1

---

Entry 2:
ORCA calculation (the ωB97M-V functional and the def2-TZVPD basis) on one molecule with the formula C3H6N2O2.

Geometry as XYZ:
```
13
C3H6N2O2 | the Open Molecules 2025 dataset | the ωB97M-V functional and the def2-TZVPD basis
H 0.389 -1.756 -2.072
N -0.010 -0.779 -2.195
C 0.109 -0.451 -0.971
C 0.190 1.044 -0.638
O -0.477 1.492 0.494
C -0.019 0.658 1.611
O -0.270 -0.774 1.287
N 0.303 -1.197 0.108
H 1.252 1.189 -0.387
H -0.068 1.721 -1.592
H 1.115 0.826 1.717
H -0.646 0.908 2.500
H 0.207 -2.301 0.182
```

Values from the calculation:
* E_HOMO: -9.0 eV
* SMILES string: [H]/N=C1/COCON1
* E_LUMO: 0.76 eV
* frontier orbital gap: 9.75 eV
* electronic energy: -377.77047 hartree

---

Entry 3:
ORCA calculation (the ωB97M-V functional and the def2-TZVPD basis) on one molecule with the formula C3H6N2O2.

Geometry as XYZ:
```
13
C3H6N2O2 | the Open Molecules 2025 dataset | the ωB97M-V functional and the def2-TZVPD basis
H 0.329 -1.882 -2.297
N 0.271 -1.172 -1.573
C -0.913 -0.726 -1.523
O -1.348 0.214 -0.685
C -0.476 1.030 0.050
C 0.396 0.614 0.987
N 0.842 -0.653 1.180
O 0.976 1.508 1.843
H -1.747 -1.070 -2.139
H -0.637 2.079 -0.162
H 1.022 -0.988 2.109
H 0.837 -1.269 0.376
H 0.448 2.316 1.835
```

Values from the calculation:
* E_HOMO: -7.9 eV
* SMILES string: [H]/N=C/O/C=C(\N)O
* E_LUMO: 0.88 eV
* frontier orbital gap: 8.82 eV
* electronic energy: -377.86707 hartree

---

Entry 4:
ORCA calculation (the ωB97M-V functional and the def2-TZVPD basis) on a 3-piece molecular cluster, C3H6N2O2 overall.

Geometry as XYZ:
```
13
C3H6N2O2 | the Open Molecules 2025 dataset | the ωB97M-V functional and the def2-TZVPD basis
N -2.415 -0.666 0.682
C -1.727 0.334 0.236
O -1.864 1.540 -0.067
C -0.294 0.031 -0.119
O 0.637 0.495 0.681
C 1.944 0.590 0.212
N 2.287 0.073 -0.873
H -3.391 -0.450 0.860
H -1.133 -1.646 0.470
H -0.001 -0.087 -1.163
H -0.332 -1.680 0.216
H 2.529 1.141 0.947
H 3.272 0.230 -1.070
```

Values from the calculation:
* E_HOMO: -9.2 eV
* E_LUMO: -0.59 eV
* frontier orbital gap: 8.63 eV
* electronic energy: -377.74882 hartree

---

Entry 5:
ORCA calculation (the ωB97M-V functional and the def2-TZVPD basis) on one molecule with the formula C3H6N2O2.

Geometry as XYZ:
```
13
C3H6N2O2 | the Open Molecules 2025 dataset | the ωB97M-V functional and the def2-TZVPD basis
N -1.564 -1.592 0.049
C -0.346 -1.021 -0.153
O 0.520 -1.551 -0.819
C -0.002 0.146 0.804
N 1.097 0.898 0.206
C 1.061 1.479 -1.027
O 1.676 2.472 -1.325
H -1.719 -2.465 -0.427
H -2.005 -1.346 0.916
H 0.174 -0.339 1.758
H -0.848 0.839 0.873
H 1.646 1.483 0.827
H 0.311 0.996 -1.682
```

Values from the calculation:
* E_HOMO: -9.8 eV
* SMILES string: NC(=O)CNC=O
* E_LUMO: 0.48 eV
* frontier orbital gap: 10.30 eV
* electronic energy: -377.91694 hartree

---

Entry 6:
ORCA calculation (the ωB97M-V functional and the def2-TZVPD basis) on one molecule with the formula C3H6N2O2.

Geometry as XYZ:
```
13
C3H6N2O2 | the Open Molecules 2025 dataset | the ωB97M-V functional and the def2-TZVPD basis
H 3.030 1.182 -0.873
N 2.151 0.811 -1.231
C 1.216 1.110 -0.444
O -0.066 0.777 -0.784
C -0.699 -0.143 0.042
N -2.071 -0.132 -0.258
C -0.014 -1.332 0.521
O -0.217 -0.182 1.376
H 1.298 1.649 0.504
H -2.471 0.794 -0.167
H -2.585 -0.801 0.300
H 1.014 -1.517 0.213
H -0.586 -2.216 0.803
```

Values from the calculation:
* E_HOMO: -10.0 eV
* SMILES string: [H]/N=C/O[C@@]1(N)CO1
* E_LUMO: 0.96 eV
* frontier orbital gap: 10.95 eV
* electronic energy: -377.84694 hartree

---

Entry 7:
ORCA calculation (the ωB97M-V functional and the def2-TZVPD basis) on one molecule with the formula C3H6N2O2.

Geometry as XYZ:
```
13
C3H6N2O2 | the Open Molecules 2025 dataset | the ωB97M-V functional and the def2-TZVPD basis
N -2.076 -0.776 0.896
C -1.047 0.129 0.721
O -0.884 1.131 1.406
C -0.166 -0.111 -0.544
N 1.011 0.764 -0.416
C 2.252 0.233 -0.604
O 3.221 0.901 -0.287
H -2.347 -1.621 0.329
H -2.832 -0.429 1.462
H -0.652 0.208 -1.543
H 0.113 -1.086 -0.610
H 1.065 1.389 0.401
H 2.343 -0.731 -1.211
```

Values from the calculation:
* E_HOMO: -9.8 eV
* SMILES string: NC(=O)CNC=O
* E_LUMO: 0.48 eV
* frontier orbital gap: 10.29 eV
* electronic energy: -377.91043 hartree

---

Entry 8:
ORCA calculation (the ωB97M-V functional and the def2-TZVPD basis) on one molecule with the formula C3H6N2O2.

Geometry as XYZ:
```
13
C3H6N2O2 | the Open Molecules 2025 dataset | the ωB97M-V functional and the def2-TZVPD basis
N -0.435 2.130 0.893
C 0.069 0.772 0.632
C -0.697 0.057 -0.427
O -1.946 0.161 -0.671
N -0.089 -1.139 -0.954
C 1.067 -1.866 -0.531
O 1.323 -3.014 -1.022
H -1.422 2.390 0.741
H 0.186 2.755 0.478
H 1.111 0.660 0.542
H -0.207 0.219 1.561
H -0.834 -1.734 -1.200
H 1.874 -1.393 -0.040
```

Values from the calculation:
* E_HOMO: -9.9 eV
* SMILES string: NCC(=O)NC=O
* E_LUMO: 0.03 eV
* frontier orbital gap: 9.91 eV
* electronic energy: -377.87668 hartree

---

The following largest force on an atom values (in hartree/bohr) correspond, in order, to the records above: 0.10635 0.10003 0.00622 0.00895 0.04905 0.00804 0.08548 0.10896.
The following energy relative to the best compared isomer or geometry (same formula, charge and spin) values (in kcal/mol) correspond, in order, to the records above: 17.3 118.5 57.9 132.1 26.6 70.5 30.7 51.9.